ORCA calculation (wB97M-V/def2-TZVPD) on C36H35BrF4MgNO2P2S3 as an isolated structure.

Results
Gap between HOMO and LUMO = 8.52 eV
Net charge = +1
Energy above the lowest of the compared OMol25 structures with the same formula, charge and spin = 0.2674 eV
Electronic energy = -180925.01649 eV

Cartesian coordinates (Å):
Mg  0.07721  -0.20311  -0.01713
F  -4.02111  5.59389  2.13217
C  -3.41188  4.71334  1.35864
C  -3.55788  4.77768  -0.01403
F  -4.31132  5.72044  -0.55761
C  -2.90615  3.84679  -0.80713
F  -3.05817  3.95536  -2.12581
C  -2.11393  2.83887  -0.27795
P  -1.26607  1.67637  -1.39674
C  -0.32913  2.77322  -2.49420
C  -0.70087  3.09714  -3.79209
C  0.10724  3.93154  -4.55233
C  1.27417  4.45628  -4.01648
C  1.64226  4.14484  -2.71291
C  0.84968  3.29507  -1.95892
C  -2.56407  0.88259  -2.37009
C  -3.90497  0.87661  -2.00934
C  -4.81464  0.10597  -2.72069
C  -4.38934  -0.65994  -3.79432
C  -3.04749  -0.66476  -4.15522
C  -2.13785  0.09281  -3.43828
C  -1.96496  2.81418  1.11153
Br  -0.83265  1.59939  2.02621
C  -2.60647  3.73097  1.92150
F  -2.47047  3.71863  3.24186
H  -1.62362  2.71222  -4.20854
H  -0.18359  4.17874  -5.56435
H  1.89540  5.11099  -4.61246
H  2.54671  4.55936  -2.28672
H  1.14934  3.03275  -0.94909
H  -4.25307  1.46053  -1.16643
H  -5.85648  0.10757  -2.43149
H  -5.10069  -1.25690  -4.34873
H  -2.70523  -1.26378  -4.98787
H  -1.08984  0.06516  -3.71893
C  -2.57281  -2.80221  3.34065
C  -1.09306  -3.09168  3.44792
C  -0.76923  -4.54000  3.74498
O  -0.35364  -2.62793  2.27366
P  -0.68641  -2.84296  0.73460
S  1.04448  -2.48340  -0.20046
S  -2.06110  -1.53400  0.09813
O  -1.16353  -4.33842  0.68298
C  -1.88128  -5.03802  -0.39587
C  -3.36845  -4.85884  -0.19081
C  -1.38775  -4.63320  -1.76545
H  -3.03748  -3.00708  4.30617
H  -3.05463  -3.43167  2.59043
H  -2.75449  -1.76124  3.07752
H  -0.66325  -2.47325  4.23976
H  -1.26379  -5.21933  3.05403
H  -1.10786  -4.77180  4.75633
H  0.30495  -4.71582  3.69490
H  -1.61070  -6.07715  -0.20598
H  -3.67572  -3.83336  -0.39245
H  -3.64783  -5.11936  0.82959
H  -3.90599  -5.52222  -0.86912
H  -1.64952  -3.59990  -1.99783
H  -1.86733  -5.27866  -2.50312
H  -0.30989  -4.75244  -1.85544
N  1.87773  0.82120  0.09567
S  2.66051  0.95918  1.49417
C  3.41436  -0.58703  1.87451
C  2.80102  -1.33909  2.86364
C  3.24240  -2.63524  3.09277
C  4.27607  -3.15398  2.33174
C  4.88763  -2.38728  1.34328
C  4.45905  -1.09442  1.10784
C  4.06132  2.00750  1.20040
C  4.10705  2.75748  0.03620
C  5.17693  3.62456  -0.15792
C  6.16641  3.73796  0.80402
C  6.09975  2.98355  1.97021
C  5.04527  2.11161  2.17703
H  2.52650  0.47103  -0.61252
H  1.97894  -0.92629  3.43477
H  2.77269  -3.23711  3.85814
H  4.61237  -4.16734  2.50447
H  5.69763  -2.80330  0.76033
H  4.93080  -0.48490  0.34661
H  3.32402  2.66720  -0.70343
H  5.23125  4.20702  -1.06768
H  6.99521  4.41426  0.64705
H  6.87366  3.07364  2.71990
H  4.99767  1.51288  3.07767